Formula: C22H36Cl15F6N3O7
Source: the OMol25 dataset
Level of theory: wB97M-V/def2-TZVPD

orbital gap (spin up / spin down): 8.18 / 3.41 eV
2S+1: 2
LUMO energy (spin up / spin down): -0.10894 / -0.28414 hartree
net charge: +1

Last columns: bonded neighbours and bond lengths (Å).
Cartesian coordinates (Å):
1 C 2.483 -4.572 -2.328  O2 1.206, N3 1.354, H6 1.101
2 O 2.674 -5.419 -3.166  C1 1.206
3 N 1.750 -4.783 -1.209  C1 1.354, C4 1.397, C5 1.473
4 C 1.177 -6.031 -0.952  N3 1.397, H7 1.090, H8 1.090, H9 1.090
5 C 1.538 -3.756 -0.175  N3 1.473, H10 1.090, H11 1.090, H12 1.090
6 H 3.013 -3.607 -2.323  C1 1.101
7 H 0.142 -6.199 -1.248  C4 1.090
8 H 1.342 -6.083 0.124  C4 1.090
9 H 1.825 -6.794 -1.383  C4 1.090
10 H 2.283 -3.841 0.617  C5 1.090
11 H 1.378 -2.803 -0.679  C5 1.090
12 H 0.621 -3.914 0.392  C5 1.090
13 C -0.119 -0.761 -3.635  O14 1.201, N15 1.341, H18 1.101
14 O -1.143 -0.313 -3.198  C13 1.201
15 N -0.021 -1.548 -4.717  C13 1.341, C16 1.470, C17 1.456
16 C 1.319 -2.050 -5.056  N15 1.470, H19 1.090, H20 1.090, H21 1.090
17 C -1.108 -1.739 -5.667  N15 1.456, H22 1.090, H23 1.090, H24 1.090
18 H 0.837 -0.591 -3.117  C13 1.101
19 H 1.874 -1.979 -4.120  C16 1.090
20 H 1.827 -1.297 -5.658  C16 1.090
21 H 1.339 -3.066 -5.452  C16 1.090
22 H -1.090 -0.984 -6.453  C17 1.090
23 H -1.135 -2.742 -6.093  C17 1.090
24 H -2.090 -1.571 -5.225  C17 1.090
25 C -0.531 -0.308 2.009  O26 1.217, N27 1.381, H30 1.101
26 O -0.343 -1.491 1.798  C25 1.217
27 N 0.135 0.727 1.381  C25 1.381, C28 1.468, C29 1.408
28 C -0.338 2.114 1.470  N27 1.468, H31 1.090, H32 1.090, H33 1.090
29 C 0.961 0.444 0.277  N27 1.408, H34 1.090, H35 1.090, H36 1.090
30 H -1.168 0.026 2.843  C25 1.101
31 H 0.469 2.763 1.132  C28 1.090
32 H -0.802 2.382 2.419  C28 1.090
33 H -1.125 2.136 0.716  C28 1.090
34 H 1.768 -0.196 0.634  C29 1.090
35 H 0.397 -0.083 -0.493  C29 1.090
36 H 1.252 1.309 -0.319  C29 1.090
37 C -3.605 1.187 -1.152  C38 1.578, H46 1.090, H47 1.090, H48 1.090
38 C -4.146 0.165 -0.079  C37 1.578, O39 1.478, H49 1.090, H50 1.090
39 O -5.121 0.769 0.852  C38 1.478, C40 1.286
40 C -4.761 1.538 1.818  O39 1.286, O41 1.279, C42 1.521
41 O -3.531 1.842 1.991  C40 1.279
42 C -5.874 2.005 2.744  C40 1.521, F43 1.366, F44 1.292, F45 1.342
43 F -5.621 3.274 3.181  C42 1.366
44 F -6.972 2.072 2.068  C42 1.292
45 F -6.015 1.180 3.794  C42 1.342
46 H -2.782 1.768 -0.734  C37 1.090
47 H -4.286 2.021 -1.321  C37 1.090
48 H -3.223 0.756 -2.078  C37 1.090
49 H -3.379 -0.413 0.437  C38 1.090
50 H -4.696 -0.557 -0.683  C38 1.090
51 C 4.510 2.378 -5.149  C52 1.527, H60 1.090, H61 1.090, H62 1.090
52 C 3.844 1.176 -4.483  C51 1.527, O53 1.455, H63 1.090, H64 1.090
53 O 4.343 1.158 -3.116  C52 1.455, C54 1.374
54 C 4.155 0.029 -2.357  O53 1.374, O55 1.240, C56 1.573
55 O 3.188 -0.743 -2.440  C54 1.240
56 C 5.200 -0.090 -1.187  C54 1.573, F57 1.343, F58 1.378, F59 1.323
57 F 4.606 -0.539 -0.069  C56 1.343
58 F 6.224 -0.954 -1.510  C56 1.378
59 F 5.781 1.087 -1.023  C56 1.323
60 H 4.445 3.238 -4.481  C51 1.090
61 H 4.129 2.874 -6.041  C51 1.090
62 H 5.556 2.135 -5.338  C51 1.090
63 H 3.926 0.304 -5.131  C52 1.090
64 H 2.777 1.398 -4.517  C52 1.090
65 C -0.246 5.647 4.322  Cl66 1.827, Cl67 1.718, Cl68 1.820, H69 1.090
66 Cl -1.796 6.235 3.554  C65 1.827
67 Cl 0.687 6.865 5.096  C65 1.718
68 Cl 0.857 4.784 3.161  C65 1.820
69 H -0.451 4.933 5.120  C65 1.090
70 C -4.451 -0.986 5.818  Cl71 1.816, Cl72 1.765, Cl73 1.763, H74 1.090
71 Cl -4.344 -2.677 6.471  C70 1.816
72 Cl -3.271 -0.644 4.551  C70 1.765
73 Cl -4.318 0.213 7.103  C70 1.763
74 H -5.387 -0.899 5.266  C70 1.090
75 C -0.288 5.347 -1.466  Cl76 1.685, Cl77 1.793, Cl78 1.785, H79 1.090
76 Cl -1.795 5.001 -0.794  C75 1.685
77 Cl 0.593 3.821 -1.800  C75 1.793
78 Cl 0.653 6.115 -0.158  C75 1.785
79 H -0.289 5.859 -2.428  C75 1.090
80 C 1.263 0.929 5.547  Cl81 1.795, Cl82 1.828, Cl83 1.757, H84 1.090
81 Cl -0.496 1.057 5.210  C80 1.795
82 Cl 1.948 2.544 6.062  C80 1.828
83 Cl 2.216 0.281 4.222  C80 1.757
84 H 1.310 0.225 6.378  C80 1.090
85 C -0.527 -3.798 4.199  Cl86 1.858, Cl87 1.770, Cl88 1.814, H89 1.090
86 Cl -1.764 -4.785 5.172  C85 1.858
87 Cl 0.883 -4.735 3.681  C85 1.770
88 Cl -0.041 -2.403 5.252  C85 1.814
89 H -1.006 -3.364 3.321  C85 1.090

Löwdin population analysis, charges in e, atoms 1 to 5: number 1, C, carries -0.35; number 2, O, carries 0.03; number 3, N, carries -0.21; number 4, C, carries -0.07; number 5, C, carries -0.05